Record 1
Below is a cluster of 8 separate species, C15H46N4O8 in total, with properties calculated with wB97M-V/def2-TZVPD.

XYZ file:
```
73
Properties=species:S:1:pos:R:3:forces:R:3:lowdin_charge:R:1
H -0.459383 -2.346668 -0.725944 0.1 0.0 0.1 0.0363
H 1.193595 -3.813244 -1.698719 0.0 0.5 -0.5 0.0869
C -5.521891 2.070798 -0.825419 0.0 -0.7 0.9 -0.0630
H -3.576228 3.216611 0.947120 0.0 0.1 0.2 0.1338
N -1.223279 -0.020345 5.885434 -0.4 -0.1 0.2 0.1643
H -3.510113 3.430113 -3.607543 -0.2 0.7 -0.2 0.0729
H 3.008552 0.988402 1.922244 -0.1 0.2 0.3 0.0541
H -1.695465 0.195685 2.148801 -0.1 -0.1 -0.3 0.0591
H -6.229397 1.235346 -0.856985 -0.2 0.2 -0.1 0.0804
H -1.243000 -5.342214 -2.629179 -0.3 0.4 -0.1 0.0678
H -0.708494 -4.120235 -3.814925 0.2 0.2 0.1 0.0713
H -3.791390 4.425675 -2.140083 -0.2 -0.4 0.2 0.0670
N -1.670594 -1.911394 4.650771 -0.3 1.2 -0.5 0.1544
H 0.348940 -5.442316 -3.193172 0.0 0.2 -0.5 0.0726
H -0.155281 -0.465743 -2.754030 0.3 -0.7 -0.2 0.0777
H 1.619461 -2.052988 0.556696 0.2 0.1 0.2 0.0326
H 2.237031 -2.724355 2.907050 0.1 0.1 0.3 0.0798
H -2.423395 1.760065 -2.555402 -0.4 0.0 -0.4 0.1171
O -2.306057 0.123634 3.865412 0.1 -0.1 0.9 -0.0090
C 2.854464 1.916566 1.361720 0.2 -1.2 0.2 -0.0809
H -1.585294 -2.532830 5.427777 0.0 -0.2 0.0 0.0913
H -5.185434 2.247293 -1.843299 0.2 0.1 0.1 0.0637
H 2.255007 2.587158 1.972299 -0.1 0.2 -0.3 0.0838
H 1.906499 -1.462304 -2.042951 -0.3 -0.1 0.1 0.0577
H -1.993160 -2.211314 3.744243 0.0 -0.5 0.3 0.1078
H 5.009068 -1.882788 -0.182762 -0.4 0.2 -0.6 0.0721
C -0.530377 -0.088090 0.460381 0.7 -0.7 0.0 -0.6033
H 2.465017 -1.018027 2.453184 -0.2 -0.1 0.0 0.0548
H -2.100074 1.170944 0.747141 0.3 0.0 0.4 0.0614
C -4.420773 1.617139 0.159951 -1.0 0.4 -1.6 -0.2484
O -0.663898 -2.732938 -1.589255 0.5 0.0 -0.5 -0.0973
H -0.621048 3.377900 -2.624736 0.0 0.1 0.0 0.0870
H 3.717925 -0.611300 -0.013808 -0.2 -0.2 -0.2 0.0635
H 4.057858 -3.356591 1.268509 -0.2 -0.1 0.0 0.1308
H 4.876134 1.663809 0.653861 -0.4 -0.1 -0.2 0.0985
H -0.562868 1.487850 -0.790852 0.5 0.2 -0.6 0.0646
H 1.553504 -2.334449 -3.538731 0.0 0.0 0.0 0.0729
C 0.110151 -3.939231 -1.746114 -1.1 0.3 1.3 -0.3222
H 0.550807 0.166359 -1.223865 0.1 0.4 0.1 0.0743
O -3.382327 2.602982 0.231772 -1.7 -0.1 4.0 -0.1323
H -0.097430 -4.489578 -0.817054 0.1 -0.5 -0.3 0.1129
H -4.900606 1.414520 1.116164 0.4 -0.1 0.2 0.1239
H 3.790424 -1.832910 3.257841 -0.1 -0.2 0.1 0.0787
H 2.352580 1.548078 0.466155 -0.3 0.5 -0.1 0.0691
O 2.347144 -2.674747 0.370177 -0.1 -0.9 -0.5 -0.0855
O 1.141679 0.992070 -3.198177 0.5 -0.3 -0.6 -0.0952
C 1.763215 -1.352423 -3.119119 0.6 0.0 -0.3 -0.0686
C -3.050836 3.878432 -2.724715 -0.1 -0.6 -0.2 -0.0630
H -1.131342 0.969179 6.016210 -0.1 0.0 -0.1 0.1096
H 5.040907 -0.784891 1.096923 -0.3 -0.2 0.6 0.0691
H 5.696931 3.337037 1.920230 0.0 0.0 0.0 0.0736
C -2.370615 2.698753 -1.999969 0.8 0.6 -1.5 -0.2819
H -3.971488 0.720277 -0.264327 0.1 -0.1 0.4 0.1166
C 2.959150 -1.984130 2.565705 0.5 -0.1 -0.5 -0.0543
H 4.199184 3.226190 0.237034 -0.4 -0.1 0.1 0.1117
H 0.408495 1.454652 -2.786945 -0.1 0.2 0.0 0.0245
H -0.683619 -0.644327 6.449626 0.2 0.1 0.2 0.0962
O 0.075861 -1.130049 0.795092 -0.4 0.3 0.2 -0.0310
H -6.034603 2.937369 -0.409106 -0.1 0.1 -0.3 0.0777
N -0.195056 0.559949 -0.677813 -0.6 -0.4 1.1 0.1945
H -2.815137 2.585525 -1.011984 1.3 0.1 -2.1 -0.0152
H 2.743099 -1.017521 -3.471370 -0.1 0.0 -0.4 0.0832
O -0.961789 2.956818 -1.830841 0.2 0.3 0.3 -0.1179
C 3.467925 -2.441050 1.193058 -0.3 1.8 0.2 -0.4653
N -1.546162 0.440307 1.172224 0.0 0.0 -0.1 0.2001
C -1.803886 -0.537579 4.776866 0.5 -0.5 -0.9 -0.6346
C 4.326310 -1.358046 0.491397 1.0 -0.4 0.3 -0.0552
C 0.690682 -0.359668 -3.454666 -2.0 0.9 1.3 -0.3124
C -0.417806 -4.699325 -2.944260 0.5 -1.3 0.7 -0.0892
C 4.204000 2.453268 1.019330 1.3 0.6 -0.3 -0.3254
O 4.836082 3.005339 2.184272 -0.4 0.0 0.2 -0.0892
H -2.370135 4.682408 -3.006746 0.4 -0.3 -0.3 0.0713
H 0.102016 -0.428891 -4.377810 1.1 -0.1 -0.6 0.1157
```
Forces are in eV/Å.

The calculation puts the calculated total energy at -1420.01517 hartree. The frontier orbital gap comes out at 0.349 Ha. The energy above the lowest of the compared OMol25 structures with the same formula, charge and spin comes out at 2.293 eV. For the LUMO energy, the calculation gives 0.4 eV. The net charge is 0. As for the HOMO energy: -9.11 eV.

=====

Record 2
Below is a structure of composition C15H47AlN7O2P2, with properties calculated with wB97M-V/def2-TZVPD.

XYZ file:
```
74
Properties=species:S:1:pos:R:3:forces:R:3:lowdin_charge:R:1
C 3.985596 1.980256 -5.199525 0.2 0.4 0.6 -0.1506
H -2.454934 1.294605 4.830239 -0.2 -0.2 -0.1 0.0436
C -0.272806 -1.952363 2.283067 0.3 -0.6 -0.6 -0.1423
H -1.257584 1.663919 1.560531 -0.3 -0.1 0.3 0.0827
H -6.585442 -1.105407 5.063018 0.2 0.3 0.0 0.0741
H 2.012513 0.375971 -6.635277 0.0 -0.2 0.1 0.0795
H 2.157889 0.373929 1.887069 -0.2 -1.7 0.7 0.0197
H 1.286452 -1.983755 0.613040 -0.5 1.2 1.4 0.0749
H 4.789581 -0.454225 1.713172 0.2 0.4 -0.1 -0.1398
H 1.755557 2.087229 -6.305170 0.3 0.0 0.1 0.0760
H 2.403894 -1.995141 -5.747004 0.2 0.1 0.2 0.0401
H -4.641761 4.600002 3.530326 -0.2 -0.2 0.0 0.0766
N -4.996381 2.528499 3.267301 -1.8 -0.6 -1.0 -0.3004
H 6.699656 -0.874387 -3.967769 -0.3 0.0 -0.2 0.0742
H 0.440860 -0.311596 0.808648 0.7 -2.0 1.1 0.0876
C 4.701419 -1.351624 -5.528041 0.0 0.8 -0.4 -0.1490
N -5.228677 0.315857 4.234922 -1.7 -1.1 0.4 -0.3327
H -3.334656 3.761547 2.774138 0.0 -0.3 0.3 0.0790
H 5.817053 -0.280477 -2.579745 -0.2 -0.4 -0.1 0.0776
H -3.635149 3.547655 4.521640 0.1 -0.2 0.0 0.0831
H -2.768597 2.302108 0.920207 0.0 0.1 -0.2 0.0657
H 0.851662 0.929701 -5.396077 0.2 -0.3 -0.1 0.0769
C 1.613221 -1.925317 -5.010123 0.1 0.2 -0.4 -0.1377
C -4.590860 0.463151 5.528229 -0.4 0.7 0.1 -0.1431
H 4.451185 -2.401344 -5.350433 -0.1 -0.1 0.0 0.0837
C 5.740814 -0.957826 -3.437883 -0.1 0.4 0.2 -0.1391
H -5.191883 -1.821296 4.227326 0.0 -0.1 -0.1 0.0783
P -4.623312 0.875336 2.722993 4.7 -1.4 6.0 0.7581
H -5.290295 0.219735 6.340144 -0.1 -0.1 -0.3 0.0798
C 1.838808 1.099728 -5.834022 -0.9 0.3 0.6 -0.1246
H -1.334290 0.458943 3.761830 0.0 0.0 0.0 0.0729
H 4.710385 -3.836313 1.215050 -1.8 1.4 -0.6 -0.0072
C -6.349681 2.799218 3.747476 -0.4 -0.2 -0.5 -0.1521
O 3.420212 -1.062306 -2.340163 -0.3 4.0 1.8 -0.2814
H 2.832848 -3.774755 1.040369 1.7 1.0 -0.5 -0.0189
C 0.933800 -1.213342 1.416987 -1.4 1.0 -0.2 -0.3928
H 0.033981 -3.100434 2.377904 -0.8 2.4 -0.1 0.0697
H -4.292418 1.493350 5.719403 0.2 0.0 -0.1 0.0643
H 3.609919 2.966469 -5.490649 -0.1 -0.1 0.0 0.0700
H -0.215677 -1.405110 -3.499619 0.3 0.1 -0.2 0.0812
H -6.535469 -1.087536 3.315017 0.3 -0.1 0.1 0.0685
H 1.484882 -2.915831 -4.562345 0.0 -0.1 0.1 0.0895
Al 3.689731 -1.524253 2.205294 0.3 0.0 -0.2 0.0430
H -0.405928 -1.525268 3.366870 0.4 -0.7 -2.2 0.0528
N 4.618575 -0.564522 -4.313646 1.9 0.2 0.3 -0.3329
H -2.438243 0.559348 0.858775 0.0 0.0 0.0 0.0665
H -3.729597 -0.202305 5.635326 0.1 0.0 0.0 0.0878
C -2.029150 1.301558 3.834402 0.1 0.2 0.5 -0.1186
C 0.622356 -0.786237 -3.157884 0.2 0.2 0.4 -0.1254
N 2.014668 -0.606059 2.271050 -0.7 0.4 -1.9 -0.1956
C -2.331002 1.460128 1.469271 -0.3 -0.2 -0.3 -0.1327
H 5.634672 -1.981859 -3.077711 0.0 -0.1 0.2 0.0801
H 4.071124 -0.946472 -6.318929 -0.2 0.0 0.0 0.0619
P 3.179261 -0.072575 -3.506318 0.5 -6.2 -4.3 0.7749
C -5.905341 -0.996552 4.207023 -0.2 0.3 -0.3 -0.1494
H 5.719119 -1.327548 -5.942015 0.0 0.1 0.3 0.0792
H 0.849100 -1.087389 -2.131481 0.0 0.0 0.1 0.0674
H 4.582630 1.586505 -6.028183 0.0 0.0 0.0 0.0780
H -7.066276 2.088791 3.315850 0.2 0.1 0.3 0.0741
H 0.720341 -1.703692 -5.610806 -0.2 -0.1 0.1 0.0762
C -4.106338 3.642237 3.539273 0.4 0.4 -1.0 -0.1196
H -6.404318 2.728631 4.838436 0.0 0.0 0.0 0.0792
H 3.934326 -2.793749 -0.211073 -0.4 -0.8 2.3 -0.0095
H 0.265775 0.250333 -3.141605 -0.1 0.1 0.1 0.0699
H 4.115054 -1.940522 3.694535 0.0 -0.3 0.4 -0.1505
N 2.902270 1.065195 -4.846898 1.1 1.2 1.4 -0.3021
N 1.795835 -0.891406 -4.019259 -2.4 -0.4 -0.6 -0.3745
H -1.443043 2.230603 3.811501 0.1 -0.1 -0.2 0.0840
H -1.292007 -1.868166 1.668519 2.1 -0.3 1.4 0.0656
O -4.298783 -0.562730 2.249506 -2.8 1.4 -3.2 -0.3020
H 4.648720 2.148978 -4.341438 -0.1 -0.2 -0.3 0.0773
N -2.994486 1.314583 2.761047 1.7 1.2 -0.7 -0.3686
C 3.805104 -3.117713 0.930221 0.0 -1.4 -1.0 -0.3225
H -6.696470 3.795310 3.454147 0.1 0.0 0.0 0.0702
```
Forces are in eV/Å.

The calculation puts the calculated total energy at -2058.35630 hartree. The frontier orbital gap comes out at 0.172 Ha. For the LUMO energy, the calculation gives 0.9 eV. The net charge is -1. As for the HOMO energy: -3.81 eV.

=====

Record 3
Below is a structure of composition C15H47GaN6O3P3S, with properties calculated with wB97M-V/def2-TZVPD.

XYZ file:
```
76
Properties=species:S:1:pos:R:3:forces:R:3:lowdin_charge:R:1
H 3.789816 0.708453 2.683667 0.4 0.1 0.0 0.0578
S -3.819223 2.720099 0.571514 -0.3 0.2 -0.1 -0.1496
N -5.250044 3.826645 -6.401958 0.3 -0.4 -0.8 -0.3251
C -3.835931 2.214852 -3.743388 0.3 0.0 -0.4 -0.1313
H 5.469135 -1.005069 3.126585 0.0 0.0 0.0 0.0631
H 7.895766 -4.294812 4.770918 -0.1 0.1 -0.1 0.0693
N 6.235237 -2.972423 3.403389 0.7 -0.2 0.0 -0.3448
C -7.968480 2.503187 -3.543029 0.3 -0.2 0.1 -0.1483
H 3.065555 -5.575450 2.408088 -0.1 0.0 0.0 0.0842
Ga -1.243095 0.227013 1.073847 1.0 -0.5 -0.1 0.1457
N -7.282268 3.494708 -4.361870 -0.1 0.5 0.3 -0.3469
H -4.230574 3.849293 -8.239243 0.0 0.2 0.1 0.0759
C -5.096280 4.040161 -2.853270 -0.6 0.0 0.4 -0.1442
H 2.703395 2.002752 0.172044 -0.4 0.1 0.0 0.1002
C -5.435193 5.255073 -6.446811 0.4 0.2 0.5 -0.1470
H -4.296673 1.440166 -3.125305 0.1 0.0 0.1 0.0789
C 6.484292 -3.201277 1.988893 -0.3 -0.3 -0.2 -0.1208
H 1.406439 0.370345 2.432677 0.1 -0.2 -0.1 0.1014
H -5.639008 3.445241 -2.112952 0.1 0.1 0.1 0.0614
H -9.011217 4.670372 -4.305209 0.0 -0.2 0.1 0.0785
O 0.126359 1.527128 1.298318 -0.3 -0.3 0.2 -0.3786
C 6.254399 -1.537503 3.673374 -0.2 0.0 0.4 -0.1371
H 5.631290 -2.934741 1.354175 0.0 0.0 0.0 0.0887
C 2.559643 1.686144 1.207913 1.4 -0.4 0.3 -0.2409
H 7.574129 -2.915512 5.839247 0.1 0.0 0.0 0.0751
H -5.937771 3.361669 -8.361415 0.0 0.0 -0.1 0.0781
C 3.812741 0.841946 1.599548 -1.3 -0.1 -0.2 -0.1377
H -7.806197 5.245257 -5.414372 0.1 -0.1 -0.1 0.0523
C 7.355103 -3.974391 5.656387 0.2 0.5 -0.2 -0.1452
N 5.932404 -4.256392 5.547784 -1.4 1.6 1.4 -0.2979
C -8.261812 4.334750 -5.026614 0.1 0.1 -0.4 -0.1322
O 3.773380 -3.165779 3.348844 -0.8 0.9 3.1 -0.2860
C -5.033066 3.298378 -7.741110 -0.4 -0.2 -0.1 -0.1517
H -1.135860 -0.287529 -0.437932 -0.3 0.2 0.0 -0.0908
N -4.789743 3.295000 -4.067089 0.2 -2.5 0.3 -0.2888
H 5.486000 -7.260162 3.302717 -0.1 0.0 0.0 0.0777
P -3.368308 1.089322 1.626405 0.3 0.6 -0.5 0.0962
P -5.993404 2.775638 -5.268646 -2.2 5.2 -1.2 0.7273
H -8.597477 1.836943 -4.146768 0.0 0.0 0.0 0.0782
H -8.781769 3.822586 -5.846720 0.0 0.0 0.0 0.0831
H 7.761864 -4.550412 6.493829 -0.3 0.0 0.1 0.0829
H 4.743150 1.274289 1.235774 0.1 -0.1 0.2 0.0581
H 1.338882 0.006528 0.670611 0.4 -0.1 0.2 0.0825
O -6.822839 1.961497 -6.250026 1.9 -2.2 1.4 -0.3214
H 6.755024 -4.238920 1.796527 -0.1 0.0 0.1 0.0532
H 4.249153 -4.371004 6.819850 0.0 0.0 -0.1 0.0776
H -7.242832 1.883221 -3.005115 0.0 0.0 0.0 0.0776
H 3.632328 -0.154406 1.182526 0.5 0.0 -0.1 0.0635
N 4.683511 -5.388787 3.779311 -0.8 -0.3 0.1 -0.3267
H 6.103937 -1.347956 4.743211 -0.1 0.0 0.0 0.0748
C 1.332258 0.814631 1.425410 -0.6 0.7 -0.2 -0.4455
H -4.725980 2.255806 -7.700628 -0.1 0.0 0.0 0.0681
C 5.283979 -4.014843 6.846298 -0.2 -0.3 0.0 -0.1461
H -6.340744 5.530917 -7.005153 0.0 0.0 0.0 0.0754
H 7.345871 -2.611804 1.666175 -0.1 0.1 0.1 0.0805
H 5.268995 -2.949216 7.101242 0.0 0.0 0.2 0.0765
H -4.582794 5.733513 -6.940171 0.0 -0.1 0.0 0.0776
H 2.588203 2.571145 1.849012 -0.5 0.1 -0.1 0.1005
H 5.576121 -6.073326 1.992873 0.0 0.0 0.0 0.0788
H -2.965374 2.604557 -3.216946 -0.1 0.1 0.1 0.0821
H -5.662749 4.944041 -3.063561 -0.1 -0.2 -0.2 0.0679
H -5.488926 5.693302 -5.449188 -0.1 -0.1 0.1 0.0727
H -3.476080 1.745887 -4.666885 -0.1 0.0 0.0 0.0744
C 5.649237 -6.200509 3.081000 0.5 -0.1 0.5 -0.1457
P 4.897717 -3.739868 4.185637 2.8 -2.5 -4.7 0.7264
H -8.589514 2.992935 -2.789652 0.0 0.1 0.0 0.0819
H -0.884924 -1.008440 2.052872 -0.2 0.2 0.1 -0.0900
H 2.600954 -5.318925 4.092970 0.0 0.1 -0.1 0.0708
H 5.791136 -4.558119 7.645583 0.1 0.0 -0.1 0.0746
H -4.352075 0.093445 1.379596 0.1 0.0 0.5 -0.1032
C 3.326443 -5.808595 3.447789 -0.1 0.3 -0.3 -0.1412
H 3.216630 -6.885390 3.601431 0.2 0.0 0.0 0.0768
H -4.160275 4.365275 -2.392369 0.2 -0.3 -0.1 0.0818
H 6.672260 -5.982878 3.393012 0.0 0.2 0.0 0.0703
H -3.441096 1.359319 3.021262 -0.3 -0.4 -0.2 -0.0992
H 7.223442 -1.107199 3.409043 0.0 -0.1 -0.1 0.0833
```
Forces are in eV/Å.

The calculation puts the calculated total energy at -4500.92715 hartree. The frontier orbital gap comes out at 0.221 Ha. For the LUMO energy, the calculation gives 1.6 eV. The net charge is -1. As for the HOMO energy: -4.37 eV.

=====

Among the records above, which one has the highest frontier orbital gap?
C15H46N4O8

=====

What is the formula in the second record?
C15H47AlN7O2P2